{"formula": "C5H9BN2", "method": "wB97M-V/def2-TZVPD", "max_force_ha_per_bohr": 0.078, "e_homo_ev": -8.2, "e_tot_ha": -330.173492, "spin_multiplicity": 1, "de_lowest_kcal_mol": 59.6, "species": ["B", "C", "C", "C", "C", "C", "N", "N", "H", "H", "H", "H", "H", "H", "H", "H", "H"], "coordinates": [[0.1118, 0.4567, 0.1956], [-2.4759, 1.0996, -0.0127], [-3.2178, -0.8897, -0.0583], [-1.3592, 0.2062, 0.1163], [0.7649, 1.8087, -0.0099], [1.6390, -1.4936, -0.0982], [-3.5853, 0.3790, -0.1257], [-1.9180, -1.0435, 0.0620], [-2.5786, 2.1208, -0.0442], [-3.9792, -1.7352, -0.1078], [1.7458, 2.0580, 0.3708], [0.2754, 2.6960, 0.3826], [0.8620, 1.8648, -1.0766], [2.4994, -1.1934, 0.5353], [1.7969, -1.4871, -1.1797], [1.0149, -2.3331, 0.4593], [-1.2532, -1.7613, 0.2902]]}